1.
{
  "formula": "C49H83INO16P",
  "method": "ωB97M-V with the def2-TZVPD basis set",
  "max_force_ev_per_a": 0.81,
  "smiles": "CCCCCCCCc1c(C[C@H](C)I)c2c(c(P(C)O)c1CCC(N)=O)C(=O)C=CC2=O.CCOC(C)=O.CCOC(C)=O.CCOC(C)=O.CCOC(C)=O.CCOC(C)=O.CCOC(C)=O",
  "orbital_gap_ev": 7.4,
  "energy_ev": -103799.885,
  "spin_multiplicity": 1,
  "species": ["C", "C", "C", "C", "C", "C", "C", "C", "C", "C", "C", "C", "C", "I", "C", "C", "C", "P", "C", "O", "C", "C", "C", "C", "N", "O", "C", "O", "C", "C", "C", "O", "H", "H", "H", "H", "H", "H", "H", "H", "H", "H", "H", "H", "H", "H", "H", "H", "H", "H", "H", "H", "H", "H", "H", "H", "H", "H", "H", "H", "H", "H", "H", "H", "H", "H", "H", "O", "C", "O", "C", "C", "C", "H", "H", "H", "H", "H", "H", "H", "H", "O", "C", "O", "C", "C", "C", "H", "H", "H", "H", "H", "H", "H", "H", "O", "C", "O", "C", "C", "C", "H", "H", "H", "H", "H", "H", "H", "H", "O", "C", "O", "C", "C", "C", "H", "H", "H", "H", "H", "H", "H", "H", "O", "C", "O", "C", "C", "C", "H", "H", "H", "H", "H", "H", "H", "H", "O", "C", "O", "C", "C", "C", "H", "H", "H", "H", "H", "H", "H", "H"],
  "coordinates": [[7.43, -0.10, 0.38], [6.55, -0.38, -0.84], [5.40, 0.62, -1.03], [4.42, 0.18, -2.12], [2.99, 0.71, -1.91], [2.09, -0.24, -1.08], [0.80, -0.65, -1.80], [-0.39, -0.94, -0.85], [-1.35, 0.22, -0.77], [-1.44, 1.00, 0.40], [-0.65, 0.60, 1.64], [-1.35, -0.52, 2.43], [-2.86, -0.40, 2.55], [-0.49, -0.55, 4.39], [-2.25, 2.13, 0.40], [-3.00, 2.47, -0.74], [-2.99, 1.67, -1.89], [-4.01, 2.35, -3.29], [-5.66, 1.61, -2.99], [-3.60, 1.57, -4.69], [-2.14, 0.54, -1.90], [-2.11, -0.39, -3.10], [-3.40, -1.21, -3.23], [-3.26, -2.66, -2.79], [-4.45, -3.39, -2.72], [-2.20, -3.16, -2.53], [-3.79, 3.72, -0.68], [-4.86, 3.88, -1.22], [-3.19, 4.83, 0.13], [-2.51, 4.51, 1.22], [-2.34, 3.07, 1.57], [-2.31, 2.72, 2.73], [8.28, 0.54, 0.11], [7.83, -1.03, 0.78], [6.85, 0.39, 1.17], [7.17, -0.39, -1.75], [6.12, -1.38, -0.77], [4.88, 0.75, -0.08], [5.84, 1.56, -1.35], [4.41, -0.91, -2.23], [4.77, 0.58, -3.08], [3.06, 1.68, -1.41], [2.54, 0.89, -2.89], [1.85, 0.24, -0.13], [2.67, -1.13, -0.84], [0.51, 0.16, -2.48], [0.98, -1.51, -2.45], [0.03, -1.17, 0.13], [-0.93, -1.83, -1.16], [-0.48, 1.46, 2.28], [0.33, 0.26, 1.30], [-1.14, -1.49, 1.96], [-3.34, -0.55, 1.58], [-3.16, 0.55, 2.99], [-3.23, -1.19, 3.20], [-6.37, 2.22, -3.56], [-5.93, 1.69, -1.94], [-5.74, 0.58, -3.33], [-4.20, 0.85, -4.90], [-1.31, -1.12, -2.99], [-1.90, 0.17, -4.00], [-3.81, -1.17, -4.24], [-4.18, -0.77, -2.59], [-4.57, -3.78, -1.78], [-5.25, -2.82, -2.98], [-3.35, 5.85, -0.18], [-2.07, 5.25, 1.89], [-0.76, 4.12, -4.53], [-1.40, 5.13, -4.51], [-1.50, 5.86, -5.64], [-2.38, 6.97, -5.77], [-1.76, 8.26, -5.26], [-2.03, 5.64, -3.24], [-3.34, 6.77, -5.28], [-2.58, 7.05, -6.83], [-1.54, 8.20, -4.19], [-2.43, 9.10, -5.43], [-0.82, 8.45, -5.78], [-1.29, 6.22, -2.68], [-2.32, 4.78, -2.65], [-2.92, 6.26, -3.39], [-4.63, -4.89, 0.20], [-5.26, -5.91, 0.33], [-5.67, -6.55, -0.77], [-6.27, -7.85, -0.74], [-7.76, -7.79, -0.49], [-5.65, -6.43, 1.69], [-5.76, -8.49, -0.02], [-6.07, -8.27, -1.73], [-7.99, -7.37, 0.48], [-8.19, -8.79, -0.55], [-8.24, -7.16, -1.25], [-6.57, -5.93, 2.00], [-4.86, -6.16, 2.39], [-5.79, -7.50, 1.74], [9.14, -2.86, 1.23], [8.70, -3.50, 2.15], [7.60, -3.03, 2.78], [6.90, -3.77, 3.78], [7.51, -3.61, 5.15], [9.38, -4.74, 2.67], [6.82, -4.82, 3.49], [5.89, -3.37, 3.76], [8.52, -4.00, 5.20], [6.90, -4.13, 5.90], [7.54, -2.55, 5.42], [10.15, -4.45, 3.38], [9.85, -5.25, 1.84], [8.71, -5.44, 3.16], [-7.35, 7.09, -2.51], [-7.99, 6.09, -2.73], [-8.94, 6.15, -3.70], [-9.63, 4.99, -4.16], [-10.83, 4.65, -3.30], [-7.80, 4.82, -1.94], [-8.95, 4.15, -4.26], [-9.95, 5.25, -5.17], [-10.53, 4.40, -2.28], [-11.37, 3.81, -3.72], [-11.50, 5.51, -3.24], [-8.41, 4.89, -1.04], [-6.75, 4.76, -1.65], [-8.06, 3.92, -2.48], [10.92, -6.37, 4.91], [10.43, -6.97, 5.82], [9.32, -6.48, 6.40], [8.56, -7.19, 7.38], [9.11, -6.98, 8.78], [11.08, -8.22, 6.39], [8.49, -8.25, 7.12], [7.56, -6.78, 7.31], [10.12, -7.38, 8.88], [8.47, -7.48, 9.51], [9.14, -5.92, 9.01], [11.83, -7.92, 7.12], [11.57, -8.74, 5.57], [10.38, -8.91, 6.86], [2.70, 2.30, 1.34], [2.11, 3.35, 1.29], [1.84, 3.86, 0.07], [1.01, 5.01, -0.12], [1.80, 6.30, -0.01], [1.75, 4.12, 2.54], [0.16, 4.99, 0.56], [0.62, 4.90, -1.13], [2.21, 6.43, 0.99], [1.15, 7.16, -0.23], [2.63, 6.30, -0.71], [2.60, 4.73, 2.83], [1.54, 3.40, 3.32], [0.87, 4.76, 2.43]],
  "lowdin_charge": [-0.101, -0.268, -0.222, -0.218, -0.194, -0.179, -0.165, -0.126, -0.073, -0.085, -0.234, -0.753, -0.170, 0.831, -0.035, -0.111, -0.190, 0.962, -0.246, -0.313, -0.117, -0.126, -0.100, -0.499, 0.147, 0.079, -0.370, 0.035, 0.025, 0.017, -0.316, 0.102, 0.069, 0.033, 0.068, 0.106, 0.100, 0.105, 0.114, 0.103, 0.105, 0.094, 0.103, 0.082, 0.114, 0.107, 0.122, 0.093, 0.099, 0.070, 0.088, 0.073, 0.083, 0.060, 0.062, 0.028, 0.044, 0.026, 0.034, 0.083, 0.115, 0.118, 0.103, 0.072, 0.082, 0.127, 0.122, 0.105, -0.528, 0.000, -0.236, -0.064, 0.007, 0.113, 0.122, 0.066, 0.082, 0.083, 0.090, 0.045, 0.078, 0.097, -0.519, 0.003, -0.232, -0.063, 0.017, 0.113, 0.124, 0.068, 0.082, 0.084, 0.097, 0.093, 0.071, 0.099, -0.513, -0.004, -0.235, -0.061, 0.008, 0.112, 0.123, 0.061, 0.076, 0.083, 0.087, 0.095, 0.066, 0.105, -0.518, -0.005, -0.243, -0.065, 0.015, 0.107, 0.122, 0.067, 0.080, 0.083, 0.100, 0.056, 0.061, 0.107, -0.517, -0.014, -0.235, -0.061, 0.016, 0.112, 0.120, 0.069, 0.082, 0.085, 0.097, 0.092, 0.070, 0.108, -0.518, 0.001, -0.236, -0.055, 0.024, 0.088, 0.121, 0.070, 0.080, 0.086, 0.096, 0.091, 0.067]
}

2.
{
  "formula": "C60H34Cl5CrN6O",
  "method": "ωB97M-V with the def2-TZVPD basis set",
  "max_force_ev_per_a": 0.46,
  "orbital_gap_ev": [4.9, 4.9],
  "energy_ev": -164795.496,
  "s2": 3.776,
  "spin_multiplicity": 4,
  "species": ["Cr", "Cl", "C", "C", "C", "C", "C", "C", "C", "C", "C", "C", "C", "C", "C", "C", "C", "C", "Cl", "C", "C", "C", "N", "C", "C", "C", "C", "C", "C", "Cl", "C", "C", "C", "C", "C", "C", "N", "C", "C", "C", "C", "C", "N", "C", "C", "C", "C", "Cl", "C", "C", "C", "C", "N", "H", "H", "H", "H", "H", "H", "H", "H", "H", "H", "H", "H", "H", "H", "H", "H", "H", "H", "H", "H", "H", "H", "H", "H", "Cl", "C", "C", "C", "C", "O", "C", "C", "N", "C", "C", "C", "C", "C", "C", "C", "C", "N", "C", "C", "H", "H", "H", "H", "H", "H", "H", "H", "H", "H"],
  "coordinates": [[-0.23, 0.04, -0.26], [1.03, -8.87, -3.24], [0.82, -7.21, -2.76], [1.03, -6.20, -3.68], [0.86, -4.88, -3.29], [0.48, -4.56, -1.98], [0.27, -5.60, -1.08], [0.44, -6.92, -1.46], [0.31, -3.14, -1.55], [1.38, -2.48, -1.00], [2.77, -2.95, -1.13], [3.57, -1.95, -0.79], [2.73, -0.86, -0.21], [2.97, 1.01, 0.96], [3.91, 2.09, 1.40], [3.63, 3.40, 1.03], [4.46, 4.44, 1.42], [5.57, 4.16, 2.20], [6.61, 5.45, 2.70], [5.87, 2.86, 2.58], [5.03, 1.83, 2.18], [1.62, 0.98, 1.79], [0.38, 1.27, 1.17], [-0.39, 2.00, 2.03], [-1.67, 2.42, 1.81], [-2.39, 3.18, 2.87], [-2.65, 2.58, 4.10], [-3.30, 3.27, 5.12], [-3.70, 4.57, 4.89], [-4.52, 5.44, 6.16], [-3.46, 5.19, 3.68], [-2.80, 4.50, 2.68], [-2.32, 2.17, 0.54], [-3.47, 2.85, 0.06], [-3.68, 2.40, -1.22], [-2.72, 1.40, -1.48], [-1.87, 1.29, -0.38], [-2.78, 0.48, -2.53], [-2.11, -0.72, -2.58], [-2.47, -1.82, -3.41], [-1.72, -2.89, -3.02], [-0.85, -2.42, -1.99], [-1.11, -1.14, -1.70], [-3.70, 0.77, -3.67], [-3.16, 1.03, -4.93], [-3.98, 1.31, -6.01], [-5.35, 1.31, -5.84], [-6.39, 1.66, -7.19], [-5.91, 1.04, -4.60], [-5.08, 0.77, -3.52], [0.42, 2.35, 3.21], [1.62, 1.81, 3.06], [1.38, -1.25, -0.42], [1.32, -6.44, -4.69], [1.02, -4.08, -4.00], [-0.03, -5.36, -0.07], [0.27, -7.73, -0.75], [3.05, -3.92, -1.52], [4.65, -1.94, -0.82], [2.75, 3.62, 0.43], [4.24, 5.46, 1.14], [6.74, 2.66, 3.18], [5.25, 0.81, 2.48], [-2.35, 1.55, 4.26], [-3.49, 2.79, 6.07], [-3.78, 6.22, 3.53], [-2.58, 5.00, 1.75], [-4.05, 3.57, 0.60], [-4.47, 2.72, -1.89], [-3.23, -1.80, -4.17], [-1.75, -3.90, -3.40], [-2.08, 1.01, -5.05], [-3.56, 1.52, -6.99], [-6.99, 1.03, -4.49], [-5.52, 0.53, -2.56], [0.08, 2.98, 4.02], [2.46, 1.86, 3.73], [6.53, 1.55, -2.51], [4.85, 1.42, -2.11], [3.90, 2.01, -3.03], [2.58, 1.94, -2.80], [2.06, 1.27, -1.62], [0.83, 1.12, -1.56], [3.01, 0.70, -0.60], [3.07, -0.50, 1.27], [1.90, -0.44, 2.09], [1.13, -1.50, 2.58], [1.80, -2.39, 3.39], [1.16, -3.42, 4.10], [-0.20, -3.51, 4.04], [-0.93, -2.67, 3.17], [-2.33, -2.82, 3.07], [-3.02, -2.14, 2.12], [-2.29, -1.34, 1.23], [-0.99, -1.13, 1.32], [-0.27, -1.72, 2.34], [4.44, 0.83, -0.99], [4.28, 2.49, -3.92], [1.85, 2.35, -3.48], [3.96, -0.98, 1.68], [2.86, -2.24, 3.53], [1.74, -4.08, 4.72], [-0.74, -4.24, 4.64], [-2.83, -3.50, 3.75], [-4.09, -2.23, 2.00], [-2.78, -0.88, 0.38], [5.18, 0.43, -0.30]],
  "mulliken_spin": [3.089, 0.000, 0.000, 0.000, 0.001, 0.011, 0.004, 0.000, 0.018, 0.012, -0.005, 0.003, -0.017, 0.046, -0.012, 0.000, 0.001, 0.000, 0.000, 0.000, 0.001, -0.083, -0.002, 0.010, 0.024, 0.001, 0.003, 0.000, 0.000, 0.000, 0.000, 0.000, 0.028, -0.003, 0.016, 0.016, -0.085, 0.012, 0.013, 0.009, -0.004, 0.026, -0.060, 0.005, 0.000, 0.000, 0.000, 0.000, 0.000, 0.000, -0.004, 0.003, -0.039, 0.000, 0.000, -0.001, 0.000, 0.000, 0.000, 0.001, 0.000, 0.000, 0.000, -0.001, 0.000, 0.000, 0.000, 0.000, 0.001, 0.001, 0.001, 0.000, 0.000, 0.000, 0.000, 0.000, 0.000, 0.000, 0.000, 0.001, -0.003, -0.003, -0.055, 0.009, 0.013, 0.005, 0.013, 0.004, -0.003, 0.005, -0.007, 0.008, -0.001, 0.073, -0.104, 0.015, 0.000, 0.000, 0.001, -0.002, 0.000, 0.000, 0.000, 0.000, 0.000, -0.015, 0.000]
}